ORCA calculation (wB97M-V/def2-TZVPD) on a molecular structure, C82H81I2N10O5Pb in a non-equilibrium geometry.

The geometry in XYZ format:
```
181
Properties=species:S:1:pos:R:3:forces:R:3
Pb 0.433 -0.049 0.041 0.2 -0.6 -0.8
C 1.011 2.994 5.217 -0.2 0.1 -0.2
C -0.231 3.865 5.065 0.2 -0.1 0.1
C -1.300 3.375 6.051 0.1 0.0 -0.1
C 0.131 5.329 5.343 0.0 -0.1 0.0
C -0.724 3.777 3.613 0.1 0.2 0.4
O -0.097 3.267 2.710 0.3 0.0 -0.1
N -1.934 4.384 3.464 -0.2 0.3 0.3
C -2.800 4.555 2.380 -0.1 0.0 -0.5
C -3.703 5.615 2.509 0.0 -0.1 0.0
C -4.685 5.849 1.572 0.0 -0.1 0.0
C -4.781 5.017 0.468 0.0 0.1 -0.1
C -3.869 3.996 0.306 -0.1 0.1 0.2
C -2.861 3.739 1.243 0.0 0.2 0.2
C -1.985 2.588 0.934 0.1 -0.6 -0.1
C -1.409 2.595 -0.345 -0.1 0.4 0.6
C -1.391 3.723 -1.235 0.2 -0.2 -0.2
C -1.010 3.257 -2.452 -0.1 0.0 0.2
C -0.794 1.842 -2.313 0.2 0.0 -0.6
N -0.959 1.501 -1.009 0.7 -1.3 0.8
C -0.649 0.941 -3.380 0.2 -0.1 0.3
C -0.397 -0.430 -3.230 -0.2 0.5 -0.2
C -0.455 -1.402 -4.290 0.0 -0.1 0.3
C -0.114 -2.596 -3.743 0.1 0.3 0.0
C 0.111 -2.355 -2.343 0.1 -0.3 0.2
C 0.429 -3.348 -1.409 0.0 0.1 0.1
C 0.279 -3.260 -0.021 0.1 -0.1 -0.4
N -0.152 -2.170 0.660 0.0 0.8 -0.3
C -0.387 -2.544 1.940 -0.2 0.3 0.4
C -0.999 -1.741 2.916 0.0 0.0 -0.3
C -1.451 -0.431 2.735 0.1 -0.5 0.4
C -2.277 0.281 3.675 0.1 0.2 -0.1
C -2.620 1.453 3.086 0.0 -0.2 -0.1
C -1.945 1.501 1.818 -0.5 0.6 -0.3
N -1.277 0.341 1.629 0.9 -0.3 -1.0
C -1.226 -2.419 4.209 -0.1 -0.1 0.3
C -0.114 -2.712 4.992 -0.1 0.0 0.2
C -0.225 -3.485 6.130 0.1 0.0 0.0
C -1.464 -3.993 6.488 0.0 0.1 0.0
C -2.584 -3.689 5.738 -0.1 0.0 0.1
C -2.487 -2.892 4.598 0.4 -0.1 0.2
N -3.641 -2.547 3.886 0.2 0.3 -0.3
C -4.775 -3.320 3.804 -0.4 0.2 -0.3
O -4.755 -4.513 3.996 0.1 -0.2 0.2
C -6.081 -2.548 3.580 -0.3 -0.1 0.1
C -7.192 -3.578 3.360 0.2 0.1 0.1
C -6.328 -1.794 4.898 0.0 -0.1 -0.2
C -6.058 -1.566 2.406 0.1 -0.2 0.1
C -0.063 -3.935 2.092 0.1 -0.1 -0.3
C 0.358 -4.375 0.880 0.0 0.2 0.2
C 0.962 -4.633 -1.933 0.1 -0.2 -0.2
C 2.340 -4.805 -1.907 0.0 -0.2 0.0
C 2.924 -5.982 -2.342 0.1 0.0 0.0
C 2.109 -6.999 -2.804 0.0 0.0 0.0
C 0.735 -6.845 -2.829 0.0 -0.1 0.0
C 0.133 -5.661 -2.412 0.4 -0.1 -0.1
N -1.244 -5.437 -2.343 0.2 0.5 0.6
C -2.419 -5.821 -2.948 -0.3 -0.1 -0.3
O -3.428 -5.335 -2.476 -0.2 -0.1 0.0
C -2.486 -6.754 -4.155 -0.2 -0.1 -0.2
C -2.359 -8.208 -3.673 0.1 0.2 0.1
C -3.873 -6.607 -4.801 0.2 0.1 0.3
C -1.442 -6.379 -5.210 0.0 0.0 0.2
N -0.075 -1.042 -2.068 0.0 0.1 0.7
C -1.031 1.472 -4.703 -0.1 0.2 -0.4
C -2.320 2.012 -4.767 0.0 -0.1 -0.2
C -2.831 2.552 -5.926 -0.1 0.1 0.0
C -2.032 2.592 -7.059 -0.1 -0.1 0.2
C -0.758 2.063 -7.025 0.0 0.0 -0.2
C -0.241 1.479 -5.867 -0.3 0.3 0.1
N 1.028 0.890 -5.883 0.0 -0.2 0.4
C 2.008 1.055 -6.836 0.3 -0.3 0.2
O 2.037 1.995 -7.591 0.0 0.2 -0.3
C 3.048 -0.075 -6.871 0.2 -0.1 -0.2
C 2.319 -1.419 -6.991 0.1 0.2 0.0
C 3.923 -0.049 -5.616 -0.2 0.1 -0.1
C 3.946 0.136 -8.092 -0.2 0.1 0.2
H 1.461 3.144 6.194 0.0 0.0 0.1
H 1.739 3.234 4.448 0.1 0.0 0.0
H 0.745 1.944 5.112 0.0 -0.1 0.0
H -0.852 3.259 7.035 0.0 0.0 0.1
H -1.687 2.407 5.742 -0.1 -0.1 0.0
H -2.132 4.068 6.155 -0.1 0.1 0.0
H 0.499 5.431 6.361 0.1 0.0 0.1
H -0.720 5.997 5.225 0.0 0.1 0.0
H 0.912 5.649 4.658 0.1 0.1 0.0
H -2.258 4.874 4.287 0.1 -0.1 -0.1
H -3.631 6.261 3.374 0.0 0.0 0.1
H -5.376 6.667 1.708 -0.1 0.1 0.0
H -5.563 5.162 -0.259 -0.1 0.0 -0.1
H -3.946 3.344 -0.552 0.0 -0.1 0.0
H -1.626 4.732 -0.959 -0.1 0.1 0.0
H -0.897 3.808 -3.366 0.0 0.1 -0.2
H -0.759 -1.196 -5.296 -0.1 0.0 -0.3
H -0.062 -3.551 -4.227 0.0 -0.2 -0.1
H -2.552 -0.069 4.653 -0.1 -0.1 0.1
H -3.280 2.214 3.455 -0.1 0.1 0.1
H 0.849 -2.327 4.689 0.1 0.0 -0.1
H 0.652 -3.707 6.718 0.1 0.0 0.1
H -1.560 -4.624 7.358 0.0 0.0 0.1
H -3.546 -4.080 6.026 -0.1 0.0 0.0
H -3.628 -1.665 3.393 -0.2 -0.1 0.1
H -7.246 -4.253 4.210 -0.1 -0.1 0.0
H -6.977 -4.176 2.477 0.0 -0.1 -0.1
H -8.155 -3.089 3.233 -0.1 0.1 0.0
H -6.274 -2.482 5.740 0.0 0.0 0.1
H -7.318 -1.344 4.890 -0.1 0.1 0.0
H -5.589 -1.007 5.043 0.0 0.1 0.0
H -5.925 -2.093 1.464 0.0 0.0 -0.1
H -5.273 -0.817 2.495 0.1 0.1 0.0
H -7.010 -1.039 2.365 -0.1 0.1 0.0
H -0.173 -4.503 2.991 -0.1 -0.2 0.2
H 0.658 -5.364 0.600 0.1 -0.3 0.0
H 2.962 -4.005 -1.530 0.0 0.1 0.1
H 3.996 -6.110 -2.310 0.0 0.0 0.0
H 2.538 -7.934 -3.130 0.0 -0.1 0.0
H 0.137 -7.677 -3.154 -0.1 0.0 0.0
H -1.469 -4.722 -1.653 -0.1 -0.2 -0.1
H -3.285 -8.515 -3.189 0.0 0.0 0.0
H -1.560 -8.341 -2.950 0.0 -0.1 0.0
H -2.178 -8.861 -4.524 0.0 -0.1 0.0
H -4.654 -6.752 -4.060 -0.1 0.0 0.0
H -3.990 -7.353 -5.585 0.1 0.0 -0.1
H -3.996 -5.617 -5.233 0.0 0.1 -0.1
H -0.422 -6.528 -4.873 0.1 0.0 -0.1
H -1.564 -5.335 -5.494 0.0 0.1 -0.1
H -1.595 -6.984 -6.102 0.0 -0.1 -0.1
H -2.929 1.983 -3.876 -0.1 0.0 0.1
H -3.840 2.937 -5.942 0.0 0.1 0.0
H -2.415 3.019 -7.973 0.0 0.0 -0.1
H -0.141 2.104 -7.908 0.0 0.0 0.0
H 1.169 0.162 -5.198 0.1 0.0 -0.1
H 1.795 -1.684 -6.073 0.0 -0.1 0.1
H 3.036 -2.205 -7.213 0.1 -0.1 0.0
H 1.595 -1.383 -7.802 -0.1 -0.1 -0.1
H 3.332 -0.151 -4.708 -0.1 0.0 0.2
H 4.475 0.887 -5.562 0.1 0.0 0.1
H 4.638 -0.868 -5.658 0.1 -0.1 0.0
H 3.363 0.113 -9.007 0.0 0.0 -0.1
H 4.704 -0.642 -8.140 0.1 -0.1 0.0
H 4.439 1.102 -8.030 0.0 0.1 -0.1
I 1.969 0.399 2.762 0.7 -0.3 0.4
C 3.736 -0.440 1.945 -0.2 0.2 0.5
C 4.803 -0.596 2.794 -0.5 0.1 0.0
C 6.013 -1.126 2.330 0.1 -0.1 -0.3
C 6.146 -1.458 1.013 0.0 0.0 0.2
C 5.081 -1.279 0.110 -0.5 0.2 0.2
C 5.257 -1.570 -1.256 0.0 -0.1 -0.3
C 4.252 -1.384 -2.156 0.2 0.0 0.1
C 3.003 -0.909 -1.709 -0.1 0.0 -0.1
C 2.813 -0.658 -0.393 -1.8 0.4 -0.3
C 3.814 -0.779 0.575 0.4 -0.1 0.2
H 4.714 -0.319 3.834 -0.1 0.0 0.1
H 6.831 -1.266 3.018 0.1 0.0 0.1
H 7.074 -1.860 0.635 0.1 0.0 0.0
H 6.224 -1.924 -1.576 0.1 -0.1 -0.1
H 4.395 -1.596 -3.202 0.0 0.0 -0.1
H 2.213 -0.779 -2.431 -0.2 0.0 -0.1
N 3.585 3.845 -0.067 0.2 0.3 0.3
C 2.740 2.924 -0.541 0.2 0.4 -0.7
O 2.270 2.046 0.158 -0.4 -0.1 0.2
C 2.378 3.034 -2.005 0.1 0.0 -0.1
I 4.100 3.014 -3.292 -0.3 0.0 0.2
H 3.838 3.820 0.907 0.0 0.0 0.0
H 3.988 4.555 -0.654 0.0 -0.1 0.0
H 1.836 3.955 -2.209 0.1 0.0 0.0
H 1.764 2.182 -2.281 0.1 0.0 0.0
C -5.737 -4.652 -0.717 0.0 0.0 0.0
C -4.875 -3.452 -0.907 0.1 0.3 -0.1
C -4.901 -2.716 -2.087 0.0 0.1 0.2
C -4.058 -1.625 -2.219 -0.3 -0.3 -0.2
N -3.249 -1.219 -1.258 0.6 0.8 -0.1
C -3.238 -1.891 -0.122 -0.2 -0.4 0.2
C -4.012 -3.019 0.096 0.0 0.0 -0.2
H -6.043 -5.048 -1.680 -0.1 -0.1 0.0
H -6.626 -4.388 -0.144 -0.1 0.0 0.1
H -5.186 -5.417 -0.176 -0.1 -0.1 0.0
H -5.557 -2.989 -2.898 0.0 -0.1 -0.1
H -4.020 -1.055 -3.139 -0.1 0.0 -0.1
H -2.567 -1.514 0.633 0.0 0.0 0.2
H -3.950 -3.554 1.034 0.1 -0.1 0.1
```
Positions in Å, forces in eV/Å.

Computed properties:
- Multiplicity: 1
- HOMO energy: -0.3359 Eh
- Molar mass: 1747.62 g mol⁻¹
- Total charge: +1
- Kohn-Sham gap: 0.189 Ha